No. 1
{"formula": "C4H14N2O2", "method": "ωB97M-V/def2-TZVPD", "symbols": ["N", "C", "C", "C", "O", "C", "N", "H", "H", "H", "H", "H", "H", "H", "H", "H", "H", "H", "H", "H", "H", "O"], "xyz": [[0.47107, -1.20073, 0.34600], [-0.17245, 0.01810, -0.13131], [-1.71501, -0.07699, 0.00672], [-2.15602, -0.41844, 1.41606], [-1.88900, -1.79960, 1.74066], [0.19617, 0.38939, -1.55216], [1.63467, 0.72141, -1.61782], [1.45420, -1.17226, 0.11768], [0.05110, -1.97922, -0.16320], [-1.02356, -1.85356, 2.16057], [0.03984, 0.84652, 0.55197], [-2.11867, -0.74746, -0.75321], [-2.06974, 0.93709, -0.21604], [-1.57957, 0.25246, 2.06311], [-3.23396, -0.38091, 1.54430], [-0.41435, 1.12102, -2.07839], [-0.04788, -0.42127, -2.25951], [2.14413, 0.28425, -2.35932], [1.72294, 1.71305, -1.79869], [2.74524, 0.96393, 0.28846], [2.70730, 1.71708, 1.58844], [3.25356, 1.08615, 1.10567]], "forces_ev_per_a": [[-0.2533, 0.1021, -0.2638], [-1.6805, 0.1316, 0.2844], [0.5553, 0.3547, -0.3184], [0.5410, -1.3170, -0.2691], [-0.0497, 0.3537, 0.2710], [0.5282, -0.6571, -1.2734], [-0.2750, 0.6934, 0.3082], [0.2565, -0.0024, 0.0025], [0.2027, 0.0241, 0.2275], [0.0621, 0.0225, -0.3379], [0.6935, 0.0220, -0.1038], [-0.1892, -0.1963, 0.1134], [-0.2126, -0.1342, -0.0960], [-0.5284, -0.0326, 0.3698], [-0.0393, 0.7519, 0.0236], [-0.1653, 0.8944, 0.8262], [0.4577, -0.5503, 0.6211], [0.0216, -0.4872, -0.3760], [0.1275, 0.0867, 0.1234], [0.1025, -0.2028, -0.2060], [0.1884, -0.0694, 0.1552], [-0.3437, 0.2124, -0.0820]], "lowdin_charge": [0.060, -0.425, -0.167, -0.243, -0.100, -0.244, 0.001, 0.062, 0.089, 0.067, 0.130, 0.118, 0.117, 0.119, 0.112, 0.109, 0.121, 0.068, 0.076, -0.022, 0.028, -0.078], "smiles": "NC[C@H](N)CCO.O", "energy_ha": -420.7764, "lumo_ev": 0.72, "homo_lumo_gap_ev": 10.06}

---

No. 2
{"formula": "C3H6FN", "method": "ωB97M-V/def2-TZVPD", "symbols": ["C", "C", "C", "H", "H", "H", "H", "H", "H", "N", "F"], "xyz": [[0.57534, 0.12168, -0.25940], [0.06377, -0.26420, 1.26764], [-0.56696, 0.83356, 0.30618], [-0.63135, -1.15659, -1.73922], [0.88870, -1.14181, -1.63886], [1.63724, 0.41111, -0.22904], [-0.73941, -1.06483, 1.59126], [0.85146, 0.37718, 2.05620], [-0.63512, 1.89482, 0.54354], [0.28248, -0.39914, -1.71519], [-1.72617, 0.38822, -0.18312]], "forces_ev_per_a": [[-0.9459, -1.0307, -0.9794], [0.2908, 2.4771, -0.2450], [1.6414, 0.0774, 2.4329], [2.4555, 3.3392, 0.4729], [2.7141, -2.1919, -0.9210], [-0.9097, 0.4384, -0.0309], [2.1893, 1.6338, -0.5939], [-2.4840, -2.6543, -2.1449], [0.2031, -0.2062, 0.0484], [-3.6862, -1.6003, 2.7942], [-1.4683, -0.2825, -0.8333]], "lowdin_charge": [-0.265, -0.032, -0.401, 0.159, -0.018, 0.123, 0.118, 0.159, 0.136, 0.019, 0.003], "smiles": "N[C@@H]1C[C@@H]1F", "energy_ha": -272.3895, "lumo_ev": 1.01, "homo_lumo_gap_ev": 10.58}

---

No. 3
{"formula": "C33H26FMnN7O4", "method": "ωB97M-V/def2-TZVPD", "symbols": ["Mn", "C", "C", "C", "C", "N", "C", "C", "C", "C", "C", "C", "N", "C", "C", "C", "C", "C", "N", "H", "H", "H", "H", "H", "H", "H", "H", "H", "H", "H", "C", "N", "C", "C", "C", "C", "C", "N", "C", "C", "C", "C", "C", "C", "H", "H", "H", "H", "H", "H", "H", "H", "H", "H", "H", "F", "C", "C", "N", "C", "C", "O", "O", "C", "O", "N", "C", "O", "H", "H", "H", "H"], "xyz": [[-0.12013, -0.59359, -0.15268], [4.12685, -0.87128, -0.62678], [4.58196, 0.08936, 0.25542], [3.67158, 0.84722, 0.98581], [2.32457, 0.61511, 0.81050], [1.89079, -0.32682, -0.05395], [2.75925, -1.05493, -0.75349], [1.23726, 1.31181, 1.54383], [1.36974, 2.33387, 2.46968], [0.21291, 2.86364, 3.02358], [-1.03716, 2.36989, 2.67751], [-1.09476, 1.32958, 1.76526], [0.02650, 0.86362, 1.23045], [-2.29906, 0.60928, 1.29624], [-3.57653, 0.85371, 1.74966], [-4.62237, 0.09800, 1.23738], [-4.36315, -0.87530, 0.29081], [-3.05603, -1.07076, -0.12294], [-2.05559, -0.34572, 0.37430], [4.80938, -1.49158, -1.19321], [5.64434, 0.24662, 0.38922], [4.01893, 1.59502, 1.68427], [2.32622, -1.79577, -1.41407], [2.34072, 2.71741, 2.74750], [0.28623, 3.67187, 3.73914], [-1.93523, 2.78151, 3.11533], [-3.75965, 1.62351, 2.48579], [-5.63369, 0.27579, 1.57834], [-5.15305, -1.47994, -0.13147], [-2.78481, -1.80243, -0.87272], [-0.10262, 2.86626, -1.19441], [-0.22416, 1.44494, -1.48815], [-0.59970, 1.12018, -2.67303], [-0.76161, -0.25910, -2.99602], [-1.21262, -0.90349, -4.13386], [-1.19758, -2.28088, -3.83869], [-0.74600, -2.41074, -2.53746], [-0.50152, -1.17752, -2.00609], [-1.42547, 3.59131, -1.03706], [-2.64637, 2.92640, -1.00958], [-3.82994, 3.63095, -0.81421], [-3.80579, 5.00647, -0.64747], [-2.58990, 5.67991, -0.68967], [-1.41238, 4.97670, -0.88509], [0.50351, 3.37752, -1.95049], [0.44696, 2.97262, -0.25756], [-0.77998, 1.86711, -3.44997], [-1.49832, -0.43173, -5.06262], [-1.46730, -3.08961, -4.49936], [-0.57786, -3.30458, -1.95794], [-2.68054, 1.85505, -1.17623], [-4.77694, 3.10362, -0.80937], [-4.72710, 5.55587, -0.50325], [-2.56155, 6.75671, -0.58029], [-0.46805, 5.51084, -0.92503], [5.11863, -2.30955, 1.63467], [4.17806, -3.16166, 1.21309], [3.05801, -3.36212, 1.90276], [2.07599, -4.23667, 1.47439], [0.73023, -4.01394, 1.99435], [0.24512, -2.70963, 1.38156], [-0.02849, -1.71905, 2.08395], [0.23675, -2.65736, 0.11008], [2.20351, -4.94919, 0.28830], [1.35310, -5.68951, -0.14109], [3.39783, -4.72208, -0.38377], [4.40212, -3.81401, -0.07389], [5.32781, -3.58202, -0.81621], [2.85775, -2.83583, 2.82749], [0.76110, -3.95421, 3.07888], [0.09403, -4.83545, 1.67722], [3.49525, -5.22127, -1.25758]], "forces_ev_per_a": [[-0.2632, 0.4488, -0.6612], [-0.0584, 0.2404, -0.3096], [-0.0071, 0.1824, 0.0171], [0.1340, -0.0172, -0.0186], [-0.0777, -0.0617, 0.0778], [0.1261, 0.0730, -0.0895], [0.0464, 0.1825, -0.0032], [0.1364, 0.0267, -0.0166], [0.0159, 0.0075, -0.0366], [-0.0200, 0.0808, 0.0640], [-0.0407, -0.0131, 0.0247], [-0.0407, 0.0239, 0.0821], [0.1460, -0.5517, -0.0881], [0.0182, -0.0011, 0.0845], [-0.0686, 0.0254, 0.0204], [-0.0509, 0.0484, 0.0517], [-0.0086, -0.0681, -0.0539], [-0.0251, 0.0993, 0.0023], [-0.1654, 0.0895, -0.0520], [-0.0471, 0.1531, 0.0565], [-0.0317, -0.0157, -0.0120], [-0.0192, 0.0019, 0.0111], [0.0223, -0.0013, -0.0133], [-0.0058, -0.0041, -0.0024], [-0.0009, -0.0091, -0.0068], [0.0250, 0.0080, -0.0121], [-0.0012, -0.0152, -0.0148], [0.0069, -0.0089, -0.0043], [0.0078, 0.0149, 0.0106], [-0.0185, -0.0281, -0.0113], [-0.0047, -0.0237, -0.0307], [-0.1287, 0.0931, -0.0619], [0.2297, -0.0564, -0.0633], [-0.2780, 0.2465, 0.1271], [0.0780, -0.0896, -0.1064], [-0.0010, 0.0512, -0.0899], [-0.0573, 0.1385, 0.0918], [0.3109, -0.4425, 0.2783], [-0.0983, -0.0096, 0.0441], [0.0438, -0.0115, -0.0947], [-0.0149, 0.0357, 0.0006], [0.0132, -0.0115, 0.0048], [0.0096, -0.0112, -0.0028], [-0.0038, 0.0161, 0.0717], [-0.0608, -0.0598, -0.0697], [0.0673, 0.0353, 0.0202], [-0.0312, 0.0177, 0.0368], [0.0208, -0.0302, 0.0472], [0.0206, 0.0262, 0.0243], [-0.0150, 0.0292, -0.0014], [-0.0200, 0.0798, 0.0346], [0.0339, -0.0004, -0.0024], [0.0149, -0.0107, -0.0049], [-0.0052, -0.0221, -0.0018], [-0.0283, -0.0207, 0.0060], [0.0922, -0.1261, 0.1558], [0.0196, -0.1393, -0.0691], [-0.1644, -0.1093, 0.0059], [0.1962, 0.0261, 0.1137], [-0.0434, -0.0007, -0.0138], [-0.0268, 0.1761, 0.0188], [-0.0138, -0.1485, 0.0423], [-0.0101, -0.2094, 0.2989], [-0.1441, -0.0005, -0.0959], [0.1342, 0.0747, 0.0752], [0.0964, 0.0429, 0.0383], [-0.0798, -0.1760, 0.1492], [0.0720, -0.2141, -0.0654], [0.0019, -0.0148, -0.0026], [-0.0148, 0.0167, 0.0155], [0.0463, -0.0618, -0.0063], [0.0089, -0.0166, -0.0146]], "mulliken_spin": [3.851, 0.001, 0.006, 0.004, 0.013, -0.062, 0.018, 0.046, 0.003, 0.004, 0.001, 0.014, -0.090, 0.028, 0.002, 0.007, -0.001, 0.015, -0.083, 0.000, 0.000, 0.000, -0.001, 0.000, 0.000, 0.000, 0.000, 0.000, 0.000, -0.002, 0.016, 0.047, 0.011, 0.000, 0.027, 0.010, 0.017, -0.010, 0.000, 0.004, 0.000, 0.000, 0.000, 0.001, 0.006, -0.002, 0.001, 0.000, 0.001, -0.001, 0.001, 0.000, 0.000, 0.000, 0.000, 0.000, -0.002, 0.003, 0.001, 0.000, -0.009, 0.044, 0.059, 0.001, 0.000, 0.000, 0.000, 0.000, 0.000, 0.000, 0.001, 0.000], "energy_ha": -3208.2100, "lumo_ev": [-3.89, -3.91], "total_charge": 1, "homo_lumo_gap_ev": [6.55, 6.51], "multiplicity": 5}